[1]
{
  "formula": "C20H34CaCl3F6NO2S6SbSi",
  "method": "wB97M-V/def2-TZVPD",
  "multiplicity": 2,
  "homo_ha": [-0.2933, -0.2933],
  "homo_lumo_gap_ev": [8.091, 5.013],
  "lumo_energy_ha": [0.00407, -0.10905],
  "symbols": ["Ca", "C", "C", "S", "C", "C", "S", "C", "C", "S", "C", "C", "S", "H", "H", "H", "H", "H", "H", "H", "H", "H", "H", "H", "H", "H", "H", "H", "H", "C", "Si", "C", "C", "C", "C", "C", "C", "N", "C", "S", "H", "H", "H", "H", "H", "H", "H", "H", "H", "H", "H", "H", "F", "Sb", "F", "F", "F", "F", "F", "C", "S", "C", "H", "H", "H", "H", "H", "H", "Cl", "C", "Cl", "Cl", "C", "O", "O"],
  "coordinates": [[-0.03006, 0.26983, 0.72492], [4.06334, -1.69819, 0.21680], [3.37369, -2.07468, -1.08607], [2.07859, -0.98684, -1.71584], [2.97401, 0.41883, -2.41624], [3.65407, 1.41298, -1.46848], [2.54767, 2.08598, -0.20930], [3.73878, 2.36911, 1.12257], [3.02486, 2.60247, 2.44979], [1.91168, 1.30548, 3.00755], [2.99407, 0.05943, 3.73341], [3.86462, -0.79455, 2.81970], [2.86477, -1.57678, 1.54948], [4.58616, -0.74797, 0.12459], [4.81327, -2.46561, 0.42699], [2.88436, -3.04366, -0.96494], [4.12618, -2.20646, -1.86809], [2.23698, 0.94508, -3.02846], [3.72326, 0.04492, -3.11948], [4.06542, 2.23103, -2.06529], [4.50002, 0.92604, -0.98360], [4.34217, 3.25194, 0.89495], [4.41407, 1.51724, 1.19163], [2.39786, 3.49446, 2.37054], [3.75700, 2.80225, 3.23661], [2.31574, -0.59165, 4.28940], [3.63313, 0.54129, 4.47783], [4.37141, -1.54665, 3.42913], [4.64141, -0.18745, 2.35572], [-2.51273, 1.48268, -4.78366], [-2.49925, -0.35158, -4.48019], [-3.95404, -1.12585, -5.35686], [-0.92726, -1.15693, -5.04991], [-2.75565, -0.69098, -2.62309], [-3.86773, -1.41952, -2.17783], [-4.07331, -1.64152, -0.83338], [-3.15029, -1.12888, 0.08292], [-2.09288, -0.45178, -0.30436], [-1.89893, -0.23434, -1.62783], [-0.49166, 0.68079, -2.02394], [-2.65459, 1.67627, -5.84756], [-1.58677, 1.96157, -4.47415], [-3.33202, 1.95818, -4.24495], [-3.86641, -0.93247, -6.42541], [-4.90781, -0.71303, -5.03415], [-3.98483, -2.20687, -5.22724], [-0.83738, -1.04876, -6.13098], [-0.93982, -2.22298, -4.82231], [-0.03968, -0.72324, -4.58965], [-4.58010, -1.81036, -2.88898], [-4.92637, -2.20500, -0.48158], [-3.26604, -1.27950, 1.15106], [-0.59888, 2.18233, 1.63746], [-1.34767, 3.83735, 0.86274], [-0.01373, 4.77449, 1.79278], [-0.16642, 3.49086, -0.57057], [-2.04892, 5.36945, 0.05658], [-2.51114, 2.64178, -0.04200], [-2.54122, 3.91201, 2.30160], [-1.87991, -0.66980, 5.12307], [-1.93278, 0.85300, 4.17677], [-3.66630, 0.87490, 3.71616], [-2.27165, -1.50496, 4.54284], [-2.41208, -0.59671, 6.07040], [-0.83258, -0.88668, 5.32669], [-4.32439, 1.10355, 4.55300], [-3.96877, -0.07984, 3.28621], [-3.78877, 1.65183, 2.96365], [0.16724, -4.85619, 0.77984], [-0.12692, -3.64717, 2.01672], [-1.81896, -3.76093, 2.56320], [0.96684, -3.90913, 3.38776], [0.08102, -2.21209, 1.49352], [0.37725, -2.02413, 0.30616], [-0.06419, -1.31769, 2.35361]],
  "forces_ev_per_angstrom": [[1.214, 0.449, 0.371], [0.131, -0.001, -0.107], [0.184, -0.180, -0.123], [0.053, 0.320, -0.092], [0.218, 0.061, -0.207], [0.130, -0.262, -0.143], [-0.051, 0.010, -0.018], [0.085, 0.033, 0.119], [0.100, 0.162, -0.029], [-0.280, -0.141, 0.145], [0.167, -0.030, 0.285], [0.163, 0.091, 0.060], [0.340, 0.166, -0.016], [0.016, 0.060, 0.001], [-0.039, 0.006, 0.075], [-0.106, 0.064, -0.013], [-0.025, 0.052, -0.012], [-0.079, -0.062, 0.071], [0.018, 0.011, 0.033], [-0.066, -0.026, 0.005], [-0.037, 0.044, 0.106], [-0.051, -0.035, -0.049], [-0.031, -0.087, -0.056], [-0.063, -0.056, 0.032], [0.002, -0.021, -0.050], [-0.104, 0.053, -0.060], [-0.034, 0.039, -0.005], [-0.018, 0.000, -0.001], [0.002, 0.015, -0.083], [-0.018, 0.058, -0.037], [-0.045, 0.088, 0.186], [0.051, -0.047, -0.046], [0.102, -0.092, -0.059], [-0.543, -0.309, -0.332], [0.118, 0.091, -0.004], [0.020, -0.003, 0.171], [-0.115, -0.076, -0.039], [-0.092, 0.030, -0.073], [0.269, 0.164, 0.187], [-0.216, 0.221, -0.185], [-0.015, 0.028, -0.071], [0.052, 0.023, 0.033], [-0.058, 0.052, 0.020], [0.013, 0.014, -0.107], [-0.093, 0.060, 0.059], [-0.017, -0.102, 0.019], [0.033, -0.006, -0.101], [0.033, -0.072, 0.005], [-0.024, 0.003, 0.022], [-0.046, -0.030, -0.087], [-0.003, 0.014, 0.013], [0.004, -0.009, -0.038], [-0.196, 0.734, -0.002], [0.024, -0.551, -0.152], [0.032, 0.004, 0.011], [0.134, 0.218, -0.067], [-0.025, 0.042, -0.028], [-0.223, 0.042, 0.034], [-0.023, 0.018, 0.115], [0.046, -0.207, 0.042], [0.105, 0.050, -0.071], [-0.199, 0.063, -0.054], [-0.023, 0.014, -0.038], [-0.057, 0.068, 0.006], [0.033, 0.040, 0.002], [0.041, -0.004, 0.093], [0.028, -0.075, -0.036], [0.027, 0.046, -0.015], [0.045, -0.111, -0.078], [0.004, -0.261, 0.146], [-0.021, -0.084, 0.006], [-0.144, -0.143, 0.062], [-0.069, -0.103, 0.333], [-0.551, -0.507, -0.341], [-0.240, -0.126, 0.258]],
  "mulliken_charge": [1.165, -0.655, -1.317, 0.428, -1.026, -0.960, 0.337, -0.579, -1.104, 0.371, -0.996, -1.117, 0.627, 0.088, 0.517, 0.389, 0.602, 0.373, 0.548, 0.554, 0.378, 0.497, 0.117, 0.334, 0.505, 0.287, 0.581, 0.524, 0.451, -1.055, 0.288, -1.158, -0.850, 0.136, 0.011, -1.299, -0.397, -0.042, 0.406, -0.178, 0.363, 0.283, 0.358, 0.328, 0.334, 0.332, 0.366, 0.320, 0.178, 0.435, 0.437, 0.424, -0.458, 2.437, -0.570, -0.609, -0.532, -0.608, -0.547, -0.685, 0.185, -0.810, 0.054, 0.412, 0.197, 0.403, 0.162, 0.232, -0.154, 0.769, -0.167, -0.144, -0.864, -0.405, -0.237]
}

[2]
{
  "formula": "C20H34Cl2CoN3O4",
  "method": "wB97M-V/def2-TZVPD",
  "multiplicity": 4,
  "homo_ha": [-0.0504, -0.0462],
  "homo_lumo_gap_ev": [3.861, 3.741],
  "charge": -1,
  "lumo_energy_ha": [0.09145, 0.09130],
  "symbols": ["O", "C", "C", "C", "H", "C", "H", "C", "H", "C", "H", "C", "H", "H", "C", "C", "H", "H", "H", "C", "C", "H", "H", "H", "H", "Co", "Cl", "Cl", "C", "O", "N", "C", "C", "H", "H", "H", "H", "H", "H", "H", "H", "H", "C", "C", "N", "H", "C", "O", "H", "H", "H", "H", "C", "N", "C", "C", "O", "H", "H", "H", "H", "H", "H", "H"],
  "coordinates": [[0.14390, -1.84841, -0.43372], [0.78818, -2.22859, -1.48239], [0.72070, -3.63136, -1.84012], [0.50466, -4.59033, -0.83219], [0.34090, -4.25092, 0.19638], [0.53228, -5.94372, -1.15608], [0.37380, -6.68375, -0.36894], [0.76551, -6.34752, -2.47774], [0.82198, -7.40968, -2.72397], [0.89187, -5.39024, -3.49372], [1.04242, -5.70008, -4.52920], [0.83053, -4.03874, -3.18326], [0.88761, -3.27071, -3.95381], [1.00645, -1.47243, -2.23942], [3.67131, -3.22220, -1.00346], [3.28454, -2.00431, -1.81461], [4.71440, -3.12625, -0.66183], [3.57298, -4.14528, -1.57996], [3.03845, -3.30188, -0.11029], [3.29371, -0.74644, -1.29523], [3.21294, -0.47340, 0.16905], [3.29780, 0.11600, -1.95581], [4.14679, -0.71044, 0.70474], [2.40364, -1.04204, 0.65512], [2.99608, 0.59125, 0.33153], [-0.94643, -1.08281, 0.68720], [-0.45694, -0.93321, 2.81598], [3.43526, -2.19179, -3.51814], [-0.75822, 2.64517, 2.98066], [-1.56076, 3.42097, 2.44046], [0.28581, 3.04474, 3.73743], [0.39276, 4.44165, 4.12084], [1.11379, 2.08887, 4.45894], [-0.81198, 1.54474, 2.87357], [-0.02058, 5.06592, 3.32414], [1.45140, 4.66889, 4.28274], [-0.15118, 4.64253, 5.05682], [1.12609, 1.13758, 3.91513], [0.72740, 1.90930, 5.47539], [2.12640, 2.50041, 4.54481], [0.06213, 4.46210, -1.19658], [-0.81132, 3.84661, -3.11692], [0.04502, 3.51500, -0.65090], [-0.48826, 2.80833, -2.99989], [-0.40785, 2.49338, -1.58260], [-0.62766, 3.59333, 0.21262], [-0.57030, 1.23663, -1.15922], [-0.44005, 0.92006, 0.04974], [-1.21041, 2.13405, -3.47414], [-0.83889, 0.51336, -1.95336], [1.05818, 3.28910, -0.28497], [0.48364, 2.68407, -3.50188], [-4.59879, 1.13588, -0.63060], [-4.00242, 1.28882, 0.68651], [-4.37256, 2.43229, 1.51312], [-3.19052, 0.34589, 1.13601], [-2.80821, -0.60219, 0.37377], [-5.25549, 1.99301, -0.77919], [-5.17857, 0.20509, -0.68542], [-3.82270, 1.11739, -1.40677], [-3.46406, 2.94584, 1.86846], [-4.97865, 3.10094, 0.89514], [-4.95690, 2.10301, 2.38560], [-2.86164, 0.40650, 2.18447]],
  "forces_ev_per_angstrom": [[3.381, -1.567, -1.560], [-2.179, -0.943, -0.470], [-0.022, 1.320, -0.092], [-0.013, -0.715, 0.202], [0.048, -0.127, -0.440], [0.039, 0.431, -0.002], [0.077, 0.117, -0.234], [-0.034, -0.414, -0.055], [-0.047, 0.257, 0.069], [0.010, 0.313, 0.110], [-0.111, 0.003, 0.219], [0.239, -0.594, -0.172], [0.027, -0.276, 0.116], [-0.108, -0.175, -0.243], [-0.283, 0.056, 0.147], [1.539, 1.301, 1.675], [-0.185, 0.001, -0.158], [-0.098, 0.157, 0.085], [0.089, 0.010, -0.202], [0.193, -0.922, -0.603], [-0.112, 0.102, 0.500], [-0.171, -0.205, -0.127], [-0.127, 0.033, -0.131], [0.150, 0.142, -0.182], [0.056, -0.268, 0.065], [-1.325, 1.051, 0.638], [0.300, 0.115, 1.685], [0.072, 0.050, -0.765], [-0.287, -0.030, -0.452], [0.695, -0.330, 0.559], [-0.161, 0.372, 0.176], [0.076, -0.122, -0.042], [-0.173, -0.122, -0.006], [0.027, 0.205, -0.110], [0.087, -0.101, 0.201], [-0.163, 0.105, -0.069], [0.069, -0.004, -0.179], [-0.001, 0.139, 0.139], [0.100, 0.047, -0.213], [-0.135, -0.179, -0.091], [0.033, -0.062, 0.191], [-0.071, -0.217, -0.065], [0.089, 0.045, 0.084], [0.192, -0.203, 0.041], [-0.004, 0.382, -0.403], [0.159, -0.100, -0.204], [0.110, -0.813, 2.448], [-0.191, 1.091, -2.420], [0.139, 0.223, 0.011], [0.046, 0.046, 0.367], [-0.259, 0.053, -0.055], [-0.190, 0.086, 0.066], [0.193, 0.001, 0.112], [-0.708, 0.763, -0.304], [0.229, -0.083, 0.290], [1.149, -2.070, -1.127], [-2.071, 1.638, 1.472], [0.013, -0.153, -0.199], [0.161, 0.161, -0.085], [-0.213, -0.060, 0.101], [-0.454, -0.117, -0.174], [0.126, -0.022, 0.299], [-0.015, 0.166, -0.189], [0.001, 0.015, -0.242]],
  "mulliken_charge": [-0.391, -0.808, 0.704, -0.664, 0.324, -0.455, 0.355, -0.499, 0.341, -0.597, 0.353, -0.298, 0.439, 0.376, -1.416, 0.760, 0.377, 0.371, 0.285, -0.330, -1.056, 0.405, 0.353, 0.153, 0.224, 0.238, -0.625, -0.203, 0.671, -0.841, 0.190, -0.989, -0.806, -0.173, 0.274, 0.348, 0.295, 0.218, 0.289, 0.300, 0.331, 0.344, -0.674, -1.000, 0.337, 0.116, -0.143, -0.071, 0.347, 0.284, 0.239, 0.317, -0.791, 0.299, -0.605, -0.092, -0.800, 0.336, 0.294, 0.176, 0.163, 0.284, 0.299, 0.521]
}

The calculation returns the following total energy values, one per record and in order: -178623.9531; -96623.2390 eV.